# 1
Here is a molecular structure, C36H33BN6PtTe from OMol25. Energies are from wB97M-V/def2-TZVPD.

Geometry (Å):
Pt: -0.058 0.255 0.052
C: 2.503 4.663 1.568
C: 1.603 3.951 0.614
C: 0.841 4.468 -0.414
C: 0.198 3.365 -1.003
N: 0.560 2.269 -0.358
N: 1.414 2.613 0.643
B: 2.184 1.522 1.465
N: 1.311 0.720 2.491
N: 0.400 -0.201 2.076
C: -0.064 -0.851 3.132
C: 0.564 -0.339 4.281
C: 1.426 0.642 3.835
C: 2.358 1.503 4.619
C: -1.091 -1.895 3.008
C: -1.978 -2.121 4.056
C: -2.971 -3.082 3.940
C: -3.088 -3.825 2.774
C: -2.202 -3.610 1.728
C: -1.205 -2.656 1.846
N: 2.778 0.508 0.455
N: 1.934 -0.207 -0.308
C: 2.640 -1.018 -1.089
C: 4.004 -0.798 -0.822
C: 4.049 0.169 0.163
C: 5.227 0.786 0.837
C: 2.006 -1.950 -2.032
C: 2.803 -2.744 -2.855
C: 2.234 -3.641 -3.745
C: 0.855 -3.765 -3.825
C: 0.050 -2.983 -3.009
C: 0.620 -2.083 -2.124
C: -0.743 3.310 -2.129
C: -0.779 2.197 -2.967
C: -1.692 2.137 -4.008
C: -2.571 3.188 -4.227
C: -2.529 4.304 -3.404
C: -1.619 4.365 -2.360
H: 2.406 5.737 1.426
H: 3.547 4.388 1.412
H: 2.249 4.430 2.602
H: 0.786 5.500 -0.719
H: 3.074 2.053 2.057
H: 0.437 -0.664 5.299
H: 2.203 1.331 5.682
H: 2.190 2.560 4.415
H: 3.400 1.280 4.384
H: -1.906 -1.523 4.956
H: -3.660 -3.243 4.759
H: -3.872 -4.565 2.678
H: -2.292 -4.180 0.812
H: -0.506 -2.502 1.032
H: 4.853 -1.283 -1.273
H: 6.143 0.358 0.437
H: 5.204 0.608 1.913
H: 5.253 1.865 0.679
H: 3.881 -2.661 -2.800
H: 2.872 -4.247 -4.375
H: 0.410 -4.470 -4.515
H: -1.027 -3.076 -3.050
H: -0.041 -1.493 -1.489
H: -0.084 1.382 -2.804
H: -1.713 1.267 -4.653
H: -3.287 3.137 -5.037
H: -3.215 5.125 -3.568
H: -1.607 5.224 -1.701
Te: -2.509 0.914 0.559
C: -3.393 -0.763 -0.375
C: -3.148 -1.050 -1.717
C: -3.750 -2.143 -2.327
C: -4.615 -2.957 -1.608
C: -4.869 -2.672 -0.273
C: -4.257 -1.589 0.341
H: -2.500 -0.398 -2.293
H: -3.557 -2.348 -3.374
H: -5.093 -3.802 -2.086
H: -5.541 -3.302 0.297
H: -4.434 -1.394 1.392

Computed properties:
ΔE to the lowest compared entry with this formula, charge and spin, kJ/mol: 0.0
Total charge: 0
E_LUMO (spin up / spin down), eV: -0.093 / -0.092
Largest force on an atom, eV Å⁻¹: 0.4
2S+1: 1
HOMO-LUMO gap (spin up / spin down), eV: 6.6 / 6.6
E, eV: -58027.4254


# 2
Here is 2 unconnected molecules or ions with the total composition C2H10I2Si3 at a distorted geometry from OMol25. Energies are from wB97M-V/def2-TZVPD.

Geometry (Å):
C: -0.463 1.070 1.372
C: 0.967 -1.367 -0.261
Si: 0.174 -1.642 -1.952
Si: 0.239 -0.737 1.413
Si: -1.282 1.712 -0.163
I: 3.470 1.913 0.224
I: -3.349 0.496 -0.138
H: -0.950 1.134 2.458
H: 0.508 1.725 1.410
H: 2.003 -1.446 -0.029
H: 1.054 -2.814 -2.532
H: -1.237 -1.858 -1.432
H: 0.407 -0.420 -2.531
H: -0.723 -1.668 1.747
H: 1.477 -0.376 2.203
H: -0.477 1.249 -1.344
H: -1.817 3.027 -0.446

Computed properties:
ΔE to the lowest compared entry with this formula, charge and spin, kJ/mol: 600.4
Total charge: 0
E_LUMO, eV: -3.825
Largest force on an atom, eV Å⁻¹: 4.1
2S+1: 1
HOMO-LUMO gap, eV: 4.3
E, eV: -42066.0695


# 3
Here is a gas-phase ion, C10H10NO (charge +1) at a distorted geometry from OMol25. Energies are from wB97M-V/def2-TZVPD.

Geometry (Å):
O: -1.875 -0.312 1.422
C: -2.388 -1.428 1.417
C: -1.770 -2.721 1.304
C: -0.663 -2.903 0.562
C: -0.030 -1.735 -0.179
C: 0.152 -0.613 0.542
N: 0.682 0.584 -0.090
C: 0.153 0.926 -1.246
C: 0.552 2.003 -1.996
C: 1.527 2.928 -1.424
C: 1.955 2.569 -0.128
C: 1.517 1.431 0.512
H: -3.487 -1.409 1.299
H: -2.369 -3.631 1.792
H: -0.471 -3.891 0.196
H: 0.339 -2.047 -1.171
H: 0.342 -0.669 1.643
H: -0.740 0.271 -1.610
H: 0.183 2.367 -2.958
H: 1.711 3.864 -1.882
H: 2.657 3.143 0.540
H: 2.023 1.273 1.454

Computed properties:
ΔE to the lowest compared entry with this formula, charge and spin, kJ/mol: 132.4
Total charge: +1
E_LUMO, eV: -4.743
Largest force on an atom, eV Å⁻¹: 4.6
2S+1: 1
Structure (SMILES): O=C/C=C\C=C\[n+]1ccccc1
HOMO-LUMO gap, eV: 7.8
E, eV: -14060.0134


# 4
Here is a molecular structure, C14H23Cl4Mg3O10 at a distorted geometry from OMol25. Energies are from wB97M-V/def2-TZVPD.

Geometry (Å):
Mg: -0.930 3.513 5.125
Mg: 0.143 1.351 -5.385
Mg: -3.035 3.570 -0.386
C: 3.663 -2.577 -8.600
C: 2.967 -1.567 -7.687
O: 2.646 -0.412 -8.113
O: 2.575 -1.769 -6.522
H: 4.387 -1.979 -9.153
H: 2.897 -2.997 -9.252
H: 4.174 -3.359 -8.039
C: -3.393 9.827 3.085
C: -3.059 8.359 2.941
O: -2.394 7.806 3.810
O: -3.464 7.659 1.983
H: -2.537 10.474 2.895
H: -3.645 10.069 4.118
H: -4.085 10.140 2.303
C: -6.922 -0.187 4.360
C: -5.734 0.569 3.814
O: -4.850 0.969 4.607
O: -5.579 0.864 2.601
H: -7.057 -0.269 5.438
H: -6.925 -1.205 3.971
H: -7.875 0.273 4.100
C: -6.620 2.432 -6.232
C: -5.222 2.726 -5.667
O: -4.198 2.322 -6.270
O: -5.136 3.243 -4.559
H: -7.453 2.587 -5.546
H: -6.703 1.405 -6.587
H: -6.769 3.083 -7.094
C: 2.834 0.958 0.351
C: 1.474 1.567 0.043
O: 0.979 1.775 -1.061
O: 0.847 2.090 0.968
H: 2.772 0.302 1.219
H: 3.530 1.782 0.508
H: 3.099 0.361 -0.521
Cl: 4.920 -6.163 -1.151
C: 6.452 -5.704 -1.953
C: 7.656 -5.732 -0.986
Cl: 7.311 -4.564 0.323
H: 6.313 -4.735 -2.434
H: 6.686 -6.311 -2.827
H: 8.615 -5.482 -1.442
H: 7.790 -6.730 -0.570
Cl: 0.968 -3.975 6.342
C: 2.508 -4.745 6.741
C: 2.484 -5.269 8.113
Cl: 1.231 -6.511 8.314
H: 3.294 -3.997 6.634
H: 2.731 -5.533 6.021
H: 2.245 -4.528 8.875
H: 3.395 -5.775 8.433

Computed properties:
ΔE to the lowest compared entry with this formula, charge and spin, kJ/mol: 3363.6
Total charge: +1
E_LUMO, eV: -7.955
Largest force on an atom, eV Å⁻¹: 3.1
2S+1: 1
HOMO-LUMO gap, eV: 2.2
E, eV: -101764.3592